A single C3H4N2O molecule in a non-equilibrium geometry. Source: OMol25; level of theory: ωB97M-V/def2-TZVPD.

Values from the calculation:
Relative energy (zero: lowest compared OMol25 entry of this formula, charge and spin)   2.237 eV
Max |F|   2.993 eV/Å
Structure (SMILES)   Nc1cnco1

Each line ends with the natural charge from an NBO analysis.
Geometry (Å):
N  -0.217  0.561  1.604  -0.869
C  0.018  0.225  0.288  0.344
C  -0.348  -0.984  -0.103  -0.159
N  -0.032  -1.145  -1.466  -0.449
C  0.503  0.005  -1.763  0.318
O  0.579  0.914  -0.754  -0.416
H  0.531  0.498  2.266  0.390
H  -1.021  1.110  1.833  0.390
H  -0.758  -1.324  0.883  0.255
H  0.905  0.355  -2.712  0.195

Cartesian forces (eV/Å) of the 3 atoms listed first:
0.441 1.248 0.172
-0.095 -0.018 0.317
0.104 0.583 0.431